ORCA calculation (the ωB97M-V functional and the def2-TZVPD basis) on C2H4I2O as an isolated structure.

XYZ file:
```
9
Properties=species:S:1:pos:R:3:forces:R:3
C 0.7134 0.1310 -0.7811 2.6 0.1 2.9
C -0.5925 -0.0506 -0.0475 3.6 -1.8 3.6
O -0.1623 0.2444 1.7658 -0.8 0.6 -2.7
I -1.5495 -1.9154 -0.2357 -0.2 -0.3 -0.1
I -1.9095 1.6255 -0.2689 -2.3 2.5 -0.4
H 0.7675 -0.3130 -1.7203 -0.6 -0.5 -1.9
H 1.0308 1.2292 -0.8533 -0.5 -1.5 0.3
H 1.5678 -0.4909 -0.2168 -1.8 1.6 -0.9
H 0.1342 -0.4603 2.3578 -0.1 -0.6 -0.8
```
Forces are in eV/Å.

Output
LUMO level (spin up / spin down) ... 0.4 / -3.9 eV
Net charge ... 0
Gap between HOMO and LUMO (spin up / spin down) ... 6.515 / 5.711 eV
Energy above the lowest of the compared OMol25 structures with the same formula, charge and spin ... 79.88 kcal per mole
E_HOMO (spin up / spin down) ... -6.098 / -9.575 eV
Spin multiplicity ... 3

Let us look at the Löwdin charges, expressed in e, one per atom: -0.28 -1.33 -0.35 0.78 0.95 0.02 0.08 0.13 0.00

=====

ORCA calculation (the ωB97M-V functional and the def2-TZVPD basis) on an isolated ion of composition C3H6ClN3 and charge +2.

XYZ file:
```
13
Properties=species:S:1:pos:R:3:forces:R:3
C -0.3302 1.2996 -0.1762 0.6 -0.8 0.5
C 1.7343 -0.0716 -0.0485 -4.3 -1.8 -0.1
C -0.9675 -1.0344 0.3051 -1.3 -0.6 1.3
N -1.2336 0.3884 0.0859 0.3 3.7 -0.9
N 1.0815 1.0613 -0.0696 -1.2 2.4 -1.2
N 0.0888 -1.4144 -0.5565 1.4 2.5 -0.1
Cl 3.2702 -0.2046 0.1712 1.8 -0.6 0.0
H -0.5195 2.4017 -0.4275 -0.4 -1.9 0.4
H -0.8140 -1.3402 1.4380 -0.6 1.0 -2.0
H -1.9378 -1.4964 -0.1050 1.4 -0.1 0.7
H -2.2045 0.7840 -0.0763 1.0 -1.1 0.6
H 1.5765 1.9721 -0.2823 0.0 -1.2 0.7
H 0.2559 -2.3454 -0.2582 1.3 -1.6 0.2
```
Forces are in eV/Å.

Output
LUMO level (spin up / spin down) ... -11.1 / -11.0 eV
Net charge ... +2
Gap between HOMO and LUMO (spin up / spin down) ... 8.365 / 8.707 eV
Energy above the lowest of the compared OMol25 structures with the same formula, charge and spin ... 114.44 kcal per mole
E_HOMO (spin up / spin down) ... -19.482 / -19.745 eV

Let us look at the Löwdin charges, expressed in e, one per atom: 0.07 -0.52 -0.21 0.13 0.06 0.19 1.12 0.22 0.21 0.20 0.23 0.21 0.09

=====

ORCA calculation (the ωB97M-V functional and the def2-TZVPD basis) on a 6-piece molecular cluster, C36H61ClO18P2 overall.

XYZ file:
```
118
Properties=species:S:1:pos:R:3:forces:R:3
C 6.7745 4.0335 1.0652 0.0 0.0 0.1
C 5.5223 3.4866 0.3732 0.0 0.0 0.0
C 5.8665 2.7513 -0.9224 -0.1 0.0 0.0
C 4.6841 2.4007 -1.8443 0.1 0.2 -0.1
C 5.0510 2.6711 -3.3115 -0.1 0.1 0.0
C 4.1505 0.9693 -1.6368 -0.1 -0.1 0.1
C 3.8229 0.7576 -0.1520 0.0 0.0 0.0
C 3.1003 -0.5053 0.1990 0.2 0.0 0.1
O 2.2850 -1.1088 -0.3978 -0.1 -0.1 -0.1
Cl 3.5910 -1.1176 1.8383 -0.1 0.1 0.2
O 2.9946 0.7756 -2.4788 0.2 0.0 -0.1
C 1.9611 1.6866 -2.5308 -0.1 -0.2 0.2
O 1.7632 2.2958 -3.5369 0.0 0.1 -0.3
P 0.8083 1.7144 -1.0480 0.0 0.3 0.1
C -0.3949 0.4559 -1.6465 0.0 0.1 0.1
C -1.5974 0.4715 -0.6866 0.2 -0.3 -0.2
C -0.0484 3.2822 -1.4465 0.0 0.1 0.0
C 0.9144 4.4745 -1.3432 0.0 0.0 -0.1
P 5.4266 -0.2758 -2.3477 -0.1 0.0 -0.1
C 4.3076 -1.5727 -3.0270 0.0 -0.1 0.0
C 6.1292 -1.1701 -0.8849 0.0 0.0 0.2
C 7.5058 -0.6441 -0.4464 -0.1 0.0 0.1
H 6.6581 4.0571 2.1484 0.0 0.1 0.0
H 7.6487 3.4164 0.8453 0.0 0.0 0.0
H 6.9963 5.0499 0.7399 0.1 0.0 -0.1
H 4.8391 4.3075 0.1374 0.0 0.0 0.0
H 4.9805 2.8406 1.0666 0.0 0.0 0.0
H 6.5449 3.3956 -1.4875 0.1 -0.1 0.0
H 6.4290 1.8415 -0.6795 0.1 0.1 -0.1
H 3.8595 3.0841 -1.5972 -0.1 -0.1 0.1
H 6.1033 2.4631 -3.5008 0.0 -0.1 0.0
H 4.8651 3.7217 -3.5406 0.1 0.0 0.0
H 4.4419 2.0857 -3.9973 0.0 0.0 0.0
H 4.7262 0.8184 0.4467 0.0 0.0 0.0
H 3.1549 1.5533 0.1994 0.0 0.0 0.0
H -0.6891 0.6906 -2.6707 0.0 -0.1 0.0
H 0.1090 -0.5116 -1.6284 0.0 0.0 -0.1
H -2.0364 -0.5259 -0.6204 -0.1 0.0 0.1
H -1.2814 0.7886 0.3074 -0.1 -0.1 0.1
H -2.3705 1.1625 -1.0007 0.0 0.1 -0.1
H -0.8710 3.4011 -0.7390 0.0 -0.1 0.0
H -0.4727 3.2064 -2.4488 0.0 0.0 0.0
H 1.7914 4.2363 -0.7318 -0.1 0.0 0.1
H 1.2838 4.7626 -2.3267 0.0 -0.1 0.0
H 0.4259 5.3327 -0.8879 0.0 0.0 0.0
H 3.3700 -1.6869 -2.4898 0.0 0.0 0.0
H 4.0902 -1.3378 -4.0670 -0.1 0.0 0.0
H 4.8555 -2.5173 -3.0018 0.0 0.0 -0.1
H 5.4703 -1.2198 -0.0149 0.0 -0.1 -0.2
H 6.2278 -2.2009 -1.2329 0.1 0.0 0.0
H 8.1585 -1.4682 -0.1589 0.0 0.0 0.0
H 7.9829 -0.0691 -1.2413 0.1 -0.1 0.0
H 7.4247 0.0090 0.4245 0.0 0.1 0.0
C -7.6672 2.3101 1.0406 0.0 0.1 0.0
C -6.4469 2.3654 0.1627 0.0 0.0 0.0
C -5.3008 1.4674 0.5736 0.0 0.0 0.0
O -4.1619 2.1989 0.0975 0.0 0.0 0.1
C -4.4853 3.5120 0.0701 0.0 0.1 0.0
O -3.7038 4.3960 -0.0780 -0.1 0.0 0.0
O -5.8178 3.6671 0.2349 0.0 0.0 0.0
H -8.0444 1.2873 1.0702 0.0 0.0 0.0
H -7.4186 2.6326 2.0524 0.0 0.0 0.0
H -8.4538 2.9581 0.6565 0.0 0.0 0.0
H -6.7065 2.1863 -0.8836 0.0 0.0 0.0
H -5.3318 0.4831 0.1227 0.1 0.0 -0.1
H -5.2247 1.3805 1.6617 -0.1 0.0 0.0
C -11.2990 -1.3894 -0.3453 0.0 0.0 0.1
C -10.1211 -1.4641 -1.2784 0.0 0.0 0.0
C -9.4814 -2.8323 -1.4298 0.0 0.0 0.1
O -8.1120 -2.5032 -1.6948 0.0 0.0 0.0
C -7.8601 -1.2986 -1.1436 0.1 0.0 0.1
O -6.7762 -0.8264 -1.0061 -0.1 0.0 -0.1
O -9.0091 -0.7007 -0.7624 0.0 0.0 0.0
H -12.0790 -2.0738 -0.6811 0.0 0.0 0.0
H -10.9976 -1.6648 0.6656 0.0 0.0 0.0
H -11.7128 -0.3829 -0.3199 0.0 0.0 0.0
H -10.3654 -1.0478 -2.2595 0.0 0.0 0.0
H -9.8764 -3.4249 -2.2496 0.0 0.0 0.0
H -9.5273 -3.4021 -0.4985 0.0 0.0 0.0
C -2.1676 -5.5579 1.2361 -0.1 0.0 0.1
C -2.7638 -4.1870 1.0629 0.0 0.0 0.0
C -2.2086 -3.1064 1.9713 0.0 0.0 0.0
O -3.3316 -2.2303 2.1217 0.0 0.0 0.1
C -4.4602 -2.9621 1.9458 0.0 0.0 0.0
O -5.5567 -2.5826 2.2001 0.0 0.0 0.0
O -4.1542 -4.1788 1.4456 0.0 0.0 0.0
H -1.0904 -5.5147 1.0697 0.0 0.0 0.0
H -2.3564 -5.9271 2.2444 0.0 0.0 0.0
H -2.5975 -6.2619 0.5257 0.0 0.0 0.0
H -2.7153 -3.8648 0.0190 0.0 0.0 0.0
H -1.3697 -2.5616 1.5458 -0.1 0.1 0.0
H -1.9424 -3.5003 2.9556 0.1 0.0 0.0
C 4.4458 -4.3555 0.4172 0.1 0.0 0.1
C 5.5632 -4.9369 -0.4039 0.0 0.0 -0.1
C 5.6617 -6.4504 -0.4295 0.0 0.0 0.1
O 7.0656 -6.6649 -0.6011 0.0 0.0 0.1
C 7.7201 -5.5876 -0.1003 0.0 0.0 0.0
O 8.8906 -5.5306 0.0849 0.0 0.0 0.0
O 6.8439 -4.5885 0.1574 0.0 0.1 0.0
H 3.4831 -4.7165 0.0525 0.0 0.0 0.0
H 4.5567 -4.6312 1.4668 0.0 -0.1 0.0
H 4.4516 -3.2706 0.3573 0.0 0.0 0.0
H 5.5436 -4.5427 -1.4253 0.0 0.0 0.0
H 5.1200 -6.9219 -1.2445 0.0 0.0 0.0
H 5.3542 -6.8852 0.5254 0.0 0.0 0.0
C -1.7367 2.6302 5.2877 0.1 0.0 0.0
C -2.0714 3.0251 3.8744 0.0 0.0 0.0
C -1.7435 1.9968 2.8069 0.0 0.0 0.0
O -1.4622 2.8179 1.6722 0.1 0.0 0.1
C -1.0378 4.0266 2.1172 -0.2 0.0 -0.1
O -0.5527 4.8622 1.4297 0.1 0.0 0.1
O -1.2585 4.1355 3.4479 0.0 0.0 0.0
H -2.2632 1.7111 5.5487 0.0 0.0 0.0
H -0.6635 2.4654 5.3881 0.0 0.0 0.0
H -2.0323 3.4076 5.9901 0.0 0.0 0.0
H -3.1155 3.3396 3.7884 0.0 0.0 0.0
H -2.5587 1.3170 2.5707 0.0 0.0 0.0
H -0.8432 1.4290 3.0606 0.0 0.0 0.0
```
Forces are in eV/Å.

Output
LUMO level ... 0.2 eV
Net charge ... 0
Gap between HOMO and LUMO ... 8.630 eV
SMILES string ... CCC[C@@H](C)[C@@](CC(=O)Cl)(OC(=O)P(CC)CC)P(C)CC.C[C@@H]1COC(=O)O1.C[C@@H]1COC(=O)O1.C[C@@H]1COC(=O)O1.C[C@@H]1COC(=O)O1.C[C@@H]1COC(=O)O1
E_HOMO ... -8.472 eV

These are the Löwdin partial charges, in e, on atoms 1 to 99: -0.10 -0.25 -0.18 -0.35 -0.08 -0.51 -0.19 -0.77 0.05 0.64 -0.11 -0.57 0.11 1.07 -0.38 -0.15 -0.40 -0.15 1.08 -0.26 -0.42 -0.15 0.07 0.07 0.07 0.11 0.09 0.12 0.09 0.12 0.07 0.09 0.07 0.09 0.10 0.08 0.06 0.06 0.04 0.06 0.05 0.08 0.05 0.07 0.06 0.03 0.04 0.03 0.02 0.05 0.07 0.06 0.06 -0.01 -0.32 -0.08 0.03 -0.56 0.17 0.09 0.08 0.09 0.09 0.16 0.11 0.14 -0.02 -0.32 -0.08 0.07 -0.55 0.16 0.08 0.09 0.09 0.09 0.16 0.14 0.14 -0.02 -0.32 -0.09 0.05 -0.57 0.16 0.08 0.09 0.09 0.09 0.16 0.14 0.14 -0.02 -0.33 -0.09 0.06 -0.56 0.17 0.07

=====

no.,molecular weight (g mol⁻¹)
1,297.861
2,119.555
3,879.267